(i)
13
Properties=species:S:1:pos:R:3 method="wB97M-V/def2-TZVPD" gap_ev="7.68 / 8.14" e_lumo_ha="0.0376 / 0.0374"
C 1.61 0.14 -0.81
C 0.26 0.03 -0.18
C -0.52 1.14 0.38
C -1.42 -1.48 0.43
O -0.26 -1.15 -0.14
H 2.41 0.15 -0.06
H 1.79 -0.71 -1.48
H 1.70 1.06 -1.39
H -0.56 1.15 1.48
H -1.57 1.01 0.06
H -0.14 2.11 0.04
H -1.74 -0.89 1.28
H -1.61 -2.54 0.38


(ii)
13
Properties=species:S:1:pos:R:3 method="wB97M-V/def2-TZVPD" gap_ev=10.44 smiles=CC1(C)CO1 e_lumo_ha=0.0361
C -1.32 0.29 0.50
C 0.11 0.04 -0.01
C 0.51 -1.39 -0.16
C 0.81 1.21 -0.51
O 1.68 0.63 0.38
H -1.98 -0.54 0.19
H -1.39 0.36 1.58
H -1.73 1.20 0.06
H 1.44 -1.45 -0.72
H -0.27 -2.05 -0.55
H 0.73 -1.72 0.87
H 1.01 1.33 -1.57
H 0.39 2.11 -0.05


Which is the most stable structure? (ii) is the most stable.


(i)
13
Properties=species:S:1:pos:R:3 method="wB97M-V/def2-TZVPD" gap_ev=11.08 smiles=CC[C@@H]1CO1 e_lumo_ha=0.0416
C 1.26 -1.34 -0.15
C 0.01 -1.05 0.72
C -0.09 0.37 0.39
C -1.15 1.16 -0.02
O -0.18 1.02 -0.96
H 2.29 -1.05 0.32
H 1.18 -0.78 -1.16
H 1.51 -2.47 -0.13
H -0.84 -1.65 0.29
H 0.14 -0.97 1.87
H 0.68 1.00 1.00
H -1.49 2.25 0.14
H -2.22 0.67 -0.28


(ii)
13
Properties=species:S:1:pos:R:3 method="wB97M-V/def2-TZVPD" gap_ev=9.55 smiles="C/C=C/OC" e_lumo_ha=0.0399
C 1.17 -1.43 -0.99
C 0.27 -0.40 -0.43
C 0.69 0.54 0.41
O -0.10 1.41 1.05
C -1.51 1.18 0.89
H 1.25 -1.35 -2.08
H 0.80 -2.44 -0.77
H 2.17 -1.34 -0.55
H -0.75 -0.40 -0.80
H 1.75 0.66 0.66
H -2.01 0.19 0.88
H -1.88 1.71 1.75
H -1.84 1.69 -0.02


(iii)
13
Properties=species:S:1:pos:R:3 method="wB97M-V/def2-TZVPD" gap_ev=7.52 e_lumo_ha=0.0284
O -0.49 -0.30 1.40
C -1.35 -1.17 0.42
C -0.34 0.44 -0.10
C 0.63 0.14 -1.18
C 1.02 1.14 -0.10
H 0.32 -0.76 1.68
H -2.26 -1.38 1.00
H -0.79 -2.11 0.29
H -1.20 1.07 -0.29
H 1.14 -0.82 -1.14
H 0.40 0.46 -2.19
H 1.81 0.84 0.59
H 1.03 2.20 -0.34


(iv)
13
Properties=species:S:1:pos:R:3 method="wB97M-V/def2-TZVPD" gap_ev=10.38 smiles=OCC1CC1 e_lumo_ha=0.0399
O -1.91 1.02 -0.03
C -0.78 0.55 -0.80
C 0.29 0.45 0.19
C 1.26 -0.61 -0.17
C 0.26 -1.11 0.86
H -1.82 1.87 0.36
H -0.81 1.30 -1.50
H -0.96 -0.28 -1.42
H 0.64 1.08 0.95
H 1.58 -1.24 -1.22
H 2.24 -0.33 0.44
H 0.71 -1.08 1.83
H -0.69 -1.64 0.51


Which is the most stable structure? (ii) is the most stable.


(i)
13
Properties=species:S:1:pos:R:3 method="wB97M-V/def2-TZVPD" gap_ev=11.24 smiles=CC[C@H]1CO1 e_lumo_ha=0.0411
C -1.64 0.55 0.21
C -0.59 -0.55 0.13
C 0.71 -0.22 -0.59
C 1.97 0.06 0.12
O 1.66 -1.23 -0.34
H -2.59 0.15 0.59
H -1.34 1.35 0.89
H -1.83 0.98 -0.77
H -0.99 -1.40 -0.44
H -0.38 -0.96 1.13
H 0.65 0.28 -1.55
H 2.82 0.51 -0.39
H 1.55 0.49 1.02


(ii)
13
Properties=species:S:1:pos:R:3 method="wB97M-V/def2-TZVPD" gap_ev=10.89 smiles=OCC1CC1 e_lumo_ha=0.0363
O 1.54 1.76 -0.98
C 1.19 0.57 -0.19
C -0.26 0.15 -0.11
C -1.20 -0.25 1.01
C -0.75 -1.22 0.00
H 1.79 1.56 -1.92
H 1.52 0.65 0.83
H 1.66 -0.42 -0.48
H -0.85 0.84 -0.67
H -1.05 -0.21 2.07
H -2.02 0.37 0.82
H -1.44 -1.73 -0.76
H -0.13 -2.06 0.37


Which is the most stable structure? (i) is the most stable.


(i)
13
Properties=species:S:1:pos:R:3 method="wB97M-V/def2-TZVPD" gap_ev=11.06 smiles=COC1CC1 e_lumo_ha=0.0445
C 1.96 0.09 -0.07
O 0.84 -0.78 -0.27
C -0.28 -0.26 0.46
C -1.17 0.75 -0.18
C -1.57 -0.71 -0.17
H 1.86 1.10 -0.48
H 2.15 0.22 1.01
H 2.85 -0.39 -0.47
H -0.18 -0.32 1.54
H -1.76 1.45 0.38
H -0.85 1.17 -1.14
H -2.35 -1.06 0.50
H -1.49 -1.25 -1.10


(ii)
13
Properties=species:S:1:pos:R:3 method="wB97M-V/def2-TZVPD" gap_ev=10.81 smiles="CC(C)C=O" e_lumo_ha=0.0379
C 0.55 1.12 0.62
C 0.27 -0.06 -0.33
C -1.18 -0.10 -0.79
C 0.65 -1.32 0.42
O -0.12 -1.95 1.10
H 0.28 2.07 0.15
H -0.04 1.01 1.53
H 1.61 1.17 0.90
H 0.93 0.04 -1.20
H -1.34 -0.91 -1.51
H -1.46 0.85 -1.27
H -1.85 -0.28 0.06
H 1.71 -1.64 0.34


Which is the most stable structure? (ii) is the most stable.


(i)
9
Properties=species:S:1:pos:R:3 method="wB97M-V/def2-TZVPD" gap_ev="8.77 / 7.56" e_lumo_ha="-0.0110 / -0.0138"
C -0.59 0.38 0.53
Si 1.03 -0.45 0.08
S -2.12 -0.11 -0.07
H -0.70 0.98 1.42
H -0.11 2.05 -0.78
H 2.09 0.35 0.66
H 1.10 -0.62 -1.37
H 0.99 -1.80 0.68
H -1.69 -0.77 -1.15


(ii)
9
Properties=species:S:1:pos:R:3 method="wB97M-V/def2-TZVPD" gap_ev="10.06 / 4.51" e_lumo_ha="-0.0079 / -0.0984"
C -0.69 -0.96 0.13
Si -1.39 0.80 -0.03
S 2.64 0.07 0.07
H 0.33 -0.79 0.32
H -1.23 -1.50 0.88
H -0.80 -1.66 -0.67
H -1.75 1.52 -1.23
H -0.46 1.50 0.91
H 3.36 1.02 -0.39


Which is the most stable structure? (ii) is the most stable.


(i)
18
Properties=species:S:1:pos:R:3 method="wB97M-V/def2-TZVPD" gap_ev="7.24 / 7.11" total_charge=+1 e_lumo_ha="-0.1932 / -0.1959"
C -0.24 -1.01 2.57
N -0.25 0.29 2.50
C -0.70 1.18 1.57
Cl -1.24 2.69 2.31
N -0.87 1.15 0.24
C -0.35 0.52 -0.81
C 0.84 -0.34 -0.69
O 1.31 -0.50 0.43
O 1.38 -0.90 -1.75
C 0.77 -0.87 -3.03
H -0.58 -1.61 1.75
H 0.18 -1.49 3.44
H 0.07 0.78 3.35
H -1.50 1.91 -0.03
H -0.73 0.82 -1.77
H -0.28 -1.14 -2.97
H 1.31 -1.61 -3.62
H 0.88 0.11 -3.50


(ii)
18
Properties=species:S:1:pos:R:3 method="wB97M-V/def2-TZVPD" gap_ev=9.62 smiles="CC(C)[n+]1[nH]oc(=O)c1Cl" total_charge=+1 e_lumo_ha=-0.2116
C -1.39 -0.43 -0.01
C -0.02 -0.36 -0.63
C 0.98 -0.22 0.45
N 0.03 0.72 -1.58
N 1.43 1.66 -1.42
O 1.32 2.52 -2.47
C 0.31 2.30 -3.30
O 0.18 2.85 -4.35
C -0.59 1.14 -2.66
Cl -1.95 0.44 -3.18
H -2.15 -0.11 -0.72
H -1.53 -1.46 0.13
H -1.52 0.23 0.86
H 0.22 -1.24 -1.20
H 0.75 0.68 1.04
H 2.07 -0.07 0.22
H 0.97 -1.23 1.09
H 1.22 2.08 -0.56


Which is the most stable structure? (i) is the most stable.


(i)
42
Properties=species:S:1:pos:R:3 method="wB97M-V/def2-TZVPD" gap_ev=9.10 e_lumo_ha=-0.0183
O 1.01 -0.11 -2.85
H 1.06 0.77 -2.51
H 0.16 -0.52 -2.52
O 2.42 0.18 0.48
H 2.26 -0.72 0.13
H 2.78 0.57 -0.29
O 0.44 -1.56 2.33
H 0.03 -2.30 1.93
H 1.35 -1.60 2.25
O -2.68 -0.13 1.61
H -3.04 0.08 0.75
H -2.23 0.65 1.98
O -3.38 0.08 -0.88
H -3.75 -0.75 -1.19
H -3.92 0.70 -1.30
O 0.32 1.21 2.99
H 0.87 1.79 2.44
H 0.22 0.40 2.47
O -0.51 -2.55 -3.08
H -1.13 -3.17 -3.38
H -0.79 -2.44 -2.16
O 1.59 -2.25 -0.43
H 1.93 -2.30 -1.31
H 2.02 -3.01 0.00
O 3.58 0.69 2.79
H 3.19 0.39 1.94
H 4.44 0.97 2.57
O -0.17 0.69 -0.03
H 0.75 0.48 0.21
H -0.59 -0.12 -0.30
O -2.12 2.63 0.33
H -1.53 3.40 0.30
H -1.52 1.89 0.30
O 1.65 3.21 1.46
H 2.60 3.34 1.44
H 1.34 3.00 0.56
O -1.09 -1.89 -0.45
H -1.51 -1.96 0.40
H -0.20 -2.27 -0.30
O -1.57 0.86 -2.83
H -2.24 0.73 -2.17
H -2.06 0.94 -3.66


(ii)
42
Properties=species:S:1:pos:R:3 method="wB97M-V/def2-TZVPD" gap_ev=10.03 e_lumo_ha=-0.0197
O 0.83 1.65 3.31
H 1.36 2.02 4.04
H 0.74 2.38 2.69
O 3.32 0.02 5.62
H 3.18 0.99 5.70
H 2.66 -0.37 6.22
O 1.72 -1.60 3.06
H 1.48 -1.46 3.98
H 0.90 -1.46 2.56
O 7.14 -1.20 3.01
H 6.25 -1.58 3.04
H 7.07 -0.41 2.47
O 2.61 2.72 5.31
H 3.12 3.42 4.88
H 2.64 2.93 6.26
O 4.19 0.49 3.05
H 3.75 0.36 3.92
H 4.21 -0.40 2.66
O 5.27 -1.86 6.66
H 4.57 -1.42 6.16
H 5.34 -2.74 6.27
O 4.41 -2.56 3.10
H 3.51 -2.36 3.39
H 4.30 -3.02 2.26
O 6.63 1.91 2.87
H 6.41 2.68 2.34
H 5.77 1.45 3.00
O 3.31 3.25 2.48
H 3.37 2.28 2.54
H 4.23 3.56 2.46
O 2.11 -2.60 0.45
H 2.23 -2.20 1.33
H 2.72 -2.12 -0.12
O 6.81 1.21 5.76
H 6.00 0.70 5.75
H 7.06 1.30 4.83
O 1.45 0.31 0.74
H 1.37 0.56 1.68
H 2.40 0.33 0.54
O 4.24 1.05 -0.10
H 3.92 1.86 -0.53
H 4.99 1.34 0.43


Which is the most stable structure? (ii) is the most stable.